Computed, not measured: a cluster of 2 separate species, C19H26BrO6P in total at a distorted geometry, with ωB97M-V/def2-TZVPD.

CARTESIAN COORDINATES (ANGSTROEM)
O (-4.7727, 2.5337, 1.7599)
C (-3.5930, 2.3339, 1.6325)
C (-2.9889, 0.9619, 1.5897)
C (-1.9680, 0.7304, 0.7688)
C (-1.4676, 1.8526, -0.0919)
O (-1.0714, 1.6967, -1.2176)
C (-1.5378, 3.2053, 0.5683)
C (-0.5785, 4.1709, 0.3169)
C (-0.6632, 5.4000, 0.9845)
C (0.4142, 6.4412, 0.7400)
C (1.8086, 5.7843, 0.7279)
C (2.9423, 6.8105, 0.7777)
Br (3.4616, 7.2885, 2.5982)
C (-1.7145, 5.6059, 1.8661)
C (-2.6968, 4.6533, 2.1192)
C (-2.5919, 3.4444, 1.4530)
H (-3.3486, 0.1771, 2.2461)
H (-1.4865, -0.2430, 0.7341)
H (0.2211, 3.9358, -0.3734)
H (0.2562, 6.9943, -0.1911)
H (0.4047, 7.1762, 1.5522)
H (1.8873, 5.1632, 1.6235)
H (1.9671, 5.1644, -0.1559)
H (3.8318, 6.3500, 0.3466)
H (2.7518, 7.7003, 0.1777)
H (-1.7530, 6.5526, 2.3987)
H (-3.5053, 4.8124, 2.8214)
C (2.9612, -2.2732, -1.4561)
C (1.5824, -2.3229, -2.0898)
O (0.9268, -3.5716, -1.8485)
P (0.3204, -3.8738, -0.3646)
O (-0.7912, -2.8961, -0.2132)
O (-0.5405, -5.2348, -0.6841)
C (-1.8779, -5.3910, -0.2054)
C (-2.8711, -5.1657, -1.3274)
O (1.5796, -4.7065, 0.2133)
C (1.9095, -6.0571, -0.1434)
C (2.3147, -6.2490, -1.5867)
H (2.8942, -2.3087, -0.3658)
H (3.4779, -1.3547, -1.7369)
H (3.5632, -3.1261, -1.7693)
H (0.9592, -1.4994, -1.7308)
H (1.6690, -2.2230, -3.1713)
H (-2.0756, -4.7219, 0.6311)
H (-1.9707, -6.4126, 0.1704)
H (-2.6623, -4.2382, -1.8599)
H (-3.8922, -5.1291, -0.9448)
H (-2.8039, -5.9720, -2.0600)
H (1.1055, -6.7344, 0.1360)
H (2.7566, -6.3164, 0.4945)
H (1.4642, -6.1441, -2.2583)
H (2.7226, -7.2526, -1.7185)
H (3.0694, -5.5216, -1.8831)

Computed properties:
**Net charge**: 0
**SMILES**: O=C1C=CC(=O)c2cc(CCCBr)ccc21.CCOP(=O)(OCC)OCC
**Maximum force**: 0.13186 hartree/bohr
**E_LUMO**: -0.562 eV
**E_HOMO**: -9.55 eV
**Orbital gap**: 8.99 eV

---

Computed, not measured: a cluster of 4 separate species, C17H33BrFN5O7 in total at a distorted geometry, with ωB97M-V/def2-TZVPD.

CARTESIAN COORDINATES (ANGSTROEM)
C (0.5924, -4.5366, 2.9433)
C (-0.0431, -3.9223, 1.6999)
O (0.0629, -4.4852, 0.6751)
N (-0.8060, -2.6657, 1.6764)
C (-2.0369, -2.8105, 2.4417)
C (-3.3420, -2.3654, 1.7368)
O (-2.1150, -3.2716, 3.5225)
C (-0.0234, -1.4633, 2.0465)
N (-0.6274, -0.3160, 1.3810)
O (0.0387, -1.3072, 3.4801)
C (-0.6304, -0.2145, 3.9542)
O (-1.7051, -0.2967, 4.3461)
Br (0.2029, 1.5448, 4.0703)
C (1.4687, -1.5182, 1.5371)
C (2.0380, -0.1055, 1.2193)
F (2.3143, -2.0318, 2.5210)
H (0.3629, -5.6150, 2.9341)
H (1.6871, -4.4725, 2.8495)
H (0.2552, -4.1085, 3.8947)
H (-4.1818, -3.0192, 1.9912)
H (-3.1361, -2.3485, 0.6517)
H (-3.5350, -1.3139, 2.0199)
H (-1.6445, -0.3443, 1.4566)
H (-0.4488, -0.4382, 0.3840)
H (1.5649, -2.0802, 0.5915)
H (3.1233, -0.2272, 1.0663)
H (1.8174, 0.6281, 1.9998)
H (1.6243, 0.1755, 0.2352)
C (6.2811, -6.1136, 0.9591)
N (5.0557, -6.0692, 1.7308)
C (4.6255, -4.8055, 2.3031)
C (4.2961, -7.1659, 1.9378)
O (3.2638, -7.1857, 2.5775)
H (7.1177, -5.7972, 1.5864)
H (6.1968, -5.4392, 0.1038)
H (6.4706, -7.1229, 0.5976)
H (4.5543, -4.9071, 3.3874)
H (3.6402, -4.5478, 1.9130)
H (5.3330, -4.0172, 2.0555)
H (4.7053, -8.0734, 1.4613)
C (-2.5712, 3.3483, -0.9822)
N (-1.2989, 2.9535, -1.5571)
C (-0.6316, 3.8631, -2.4708)
C (-0.7171, 1.7755, -1.2731)
O (0.3476, 1.3864, -1.7225)
H (-3.2902, 3.5194, -1.7851)
H (-2.4382, 4.2704, -0.4139)
H (-2.9532, 2.5734, -0.3189)
H (-0.4966, 3.3737, -3.4372)
H (0.3515, 4.1214, -2.0736)
H (-1.2257, 4.7662, -2.5967)
H (-1.3072, 1.1624, -0.5738)
C (-3.7116, 7.7976, -6.2268)
N (-3.2937, 7.1980, -4.9745)
C (-1.8811, 7.1808, -4.6378)
C (-4.1763, 6.6544, -4.1103)
O (-3.8882, 6.1384, -3.0461)
H (-3.2364, 7.2718, -7.0577)
H (-3.4109, 8.8473, -6.2451)
H (-4.7925, 7.7362, -6.3398)
H (-1.5509, 6.1490, -4.5083)
H (-1.7241, 7.7151, -3.6993)
H (-1.3012, 7.6526, -5.4279)
H (-5.2199, 6.7196, -4.4608)

Computed properties:
**Net charge**: 0
**SMILES**: CC(=O)N(C(C)=O)[C@@](N)(OC(=O)Br)[C@@H](C)F.CN(C)C=O.CN(C)C=O.CN(C)C=O
**Maximum force**: 0.07251 hartree/bohr
**E_LUMO**: 0.471 eV
**E_HOMO**: -9.21 eV
**Orbital gap**: 9.68 eV

---

Computed, not measured: a structure of composition C26H23BeN8O3, with ωB97M-V/def2-TZVPD.

CARTESIAN COORDINATES (ANGSTROEM)
Be (1.1160, -0.3689, 0.3766)
N (4.2619, -0.5292, 2.9414)
C (3.4557, -0.8926, 1.9462)
N (2.2721, -0.4048, 1.7576)
C (1.7562, 0.5255, 2.6712)
N (0.5231, 0.8643, 2.5831)
N (-0.0937, 0.1542, 1.5326)
C (-1.3633, 0.1397, 1.6038)
C (-2.1927, -0.5817, 0.6384)
C (-3.5242, -0.2264, 0.4843)
C (-4.2733, -0.9094, -0.4626)
C (-3.6592, -1.9123, -1.1894)
C (-2.3198, -2.2013, -0.9423)
N (-1.5932, -1.5572, -0.0435)
C (2.6450, 1.0650, 3.6968)
C (2.2691, 2.1022, 4.5509)
C (3.1480, 2.5529, 5.5132)
C (4.4119, 1.9719, 5.6338)
C (4.8012, 0.9479, 4.7946)
C (3.9098, 0.5015, 3.8263)
H (5.1555, -0.9846, 3.0421)
H (3.8236, -1.6507, 1.2665)
H (-1.8356, 0.7039, 2.4032)
H (-3.9548, 0.5675, 1.0782)
H (-5.3130, -0.6621, -0.6250)
H (-4.2020, -2.4729, -1.9372)
H (-1.8168, -2.9844, -1.4966)
H (1.2824, 2.5292, 4.4438)
H (2.8581, 3.3540, 6.1776)
H (5.0967, 2.3256, 6.3919)
H (5.7811, 0.4973, 4.8871)
O (0.2434, -0.7025, -2.2793)
C (0.9819, -1.5532, -1.8325)
O (1.4417, -1.5413, -0.5937)
C (1.4618, -2.7077, -2.6550)
C (1.3622, -2.6226, -4.0398)
C (1.8070, -3.6689, -4.8319)
C (2.3354, -4.8092, -4.2418)
C (2.4226, -4.9031, -2.8594)
C (1.9935, -3.8502, -2.0658)
H (0.9280, -1.7339, -4.4767)
H (1.7354, -3.5997, -5.9087)
H (2.6750, -5.6290, -4.8606)
H (2.8195, -5.7991, -2.4021)
H (2.0492, -3.9142, -0.9878)
C (0.3613, 4.5783, -1.1288)
N (1.2848, 3.4482, -1.0739)
C (2.5517, 3.5431, -1.5170)
C (3.3852, 2.4814, -1.5063)
C (2.8655, 1.2577, -1.0040)
N (1.6456, 1.1687, -0.4762)
C (0.7766, 2.2477, -0.5564)
O (-0.3745, 2.2009, -0.1944)
N (3.6319, 0.1513, -1.0398)
H (0.8327, 5.3787, -1.6929)
H (0.1238, 4.9179, -0.1225)
H (-0.5589, 4.2676, -1.6164)
H (2.8553, 4.5108, -1.8929)
H (4.3896, 2.5506, -1.8902)
H (4.4714, 0.1841, -1.5927)
H (3.1573, -0.7428, -0.9519)

Computed properties:
**Net charge**: +1
**Energy relative to the best compared isomer or geometry (same formula, charge and spin)**: 16.59 kcal per mole
**Maximum force**: 0.00846 hartree/bohr
**E_LUMO**: -2.973 eV
**E_HOMO**: -11.23 eV
**Orbital gap**: 8.25 eV